1.
Here is 6 unconnected molecules or ions with the total composition C26H40BF4O14S from the OMol25 dataset. Energies are from ωB97M-V with the def2-TZVPD basis set.

As for the total charge: +1. The largest force on an atom comes out at 1.1 eV/A. As for the LUMO energy: -3.59 eV. Its gap between HOMO and LUMO is 7.72 eV. The energy is -78653.179 eV.

Each line ends with the Löwdin charge.
Positions of all 86 atoms, in Å:
C 0.23653 -4.27226 -1.84878  0.04
O -1.07474 -3.99608 -1.26102  0.05
B -1.19669 -3.06310 -0.33594  -0.77
O -0.27191 -2.49696 0.47543  0.18
S -3.05090 -2.51728 -0.08794  1.39
C -3.97967 -4.06690 -0.40565  -0.33
O -5.07775 -4.02936 0.44117  -0.08
C -6.13365 -4.87336 -0.01652  -0.47
C -7.20500 -4.16440 -0.76996  0.04
O -6.08390 -6.03043 0.22811  0.19
C -3.48503 -1.50551 -1.58225  -0.58
F -4.80041 -1.71942 -1.75871  0.11
F -2.83309 -1.92143 -2.67928  0.13
C -3.16891 0.00728 -1.34648  -0.30
F -4.25568 0.74364 -1.62910  0.12
F -2.83162 0.19042 -0.04164  0.06
H 0.04230 -4.57265 -2.87461  0.11
H 0.69155 -5.10883 -1.32612  0.07
H 0.86023 -3.38251 -1.85053  0.10
H -0.05657 -1.61154 0.13379  0.12
H -3.28451 -4.88215 -0.19366  0.12
H -4.22847 -4.09743 -1.46931  0.13
H -7.35503 -4.68794 -1.71258  0.11
H -6.95657 -3.12615 -0.97079  0.08
H -8.13167 -4.19545 -0.19764  0.11
H -2.34401 0.31110 -1.99399  0.18
O -5.98295 6.72058 1.31943  0.14
C -5.58935 5.66794 0.92410  -0.48
O -6.42636 4.60806 0.73096  0.02
C -5.67775 3.44486 0.35673  -0.17
C -4.36898 3.97704 -0.21657  -0.16
C -4.16745 5.25410 0.58985  -0.08
H -5.51887 2.83548 1.25115  0.12
H -6.26374 2.87124 -0.35859  0.12
H -3.54423 3.27090 -0.13503  0.09
H -4.50065 4.22472 -1.27090  0.12
H -3.63341 5.06890 1.52143  0.12
H -3.65828 6.03450 0.03406  0.12
O 1.81654 -0.02238 -0.97390  0.10
C 2.32365 0.29607 0.07065  -0.50
O 2.27791 1.54239 0.55109  0.01
C 3.06036 1.64507 1.77404  -0.14
C 3.12174 0.21880 2.30646  -0.12
C 3.10578 -0.59617 1.01111  -0.07
H 4.04068 2.04326 1.53246  0.11
H 2.56181 2.33507 2.44828  0.09
H 3.98687 0.03997 2.93939  0.12
H 2.22607 -0.00207 2.89021  0.12
H 4.10852 -0.74699 0.60952  0.14
H 2.60956 -1.55692 1.12467  0.12
O 5.24133 3.58962 2.28565  0.10
C 5.64399 4.51980 1.64243  -0.47
O 6.94742 4.68522 1.36389  0.04
C 7.16276 5.93206 0.67159  -0.14
C 5.81525 6.27361 0.04498  -0.14
C 4.84212 5.66658 1.05638  -0.07
H 7.48309 6.67534 1.40321  0.13
H 7.95683 5.78845 -0.05526  0.13
H 5.68203 7.33929 -0.12346  0.12
H 5.71401 5.76486 -0.91402  0.12
H 4.59936 6.35847 1.86463  0.14
H 3.92319 5.29687 0.60898  0.11
O -0.93304 6.26680 0.10774  0.14
C -0.43322 5.45099 0.81853  -0.47
O -1.08179 4.30630 1.16680  0.00
C -0.29390 3.54892 2.10229  -0.13
C 1.14080 4.02320 1.89436  -0.16
C 0.93029 5.48115 1.48264  -0.06
H -0.65841 3.76137 3.10939  0.13
H -0.43221 2.49058 1.89241  0.12
H 1.76400 3.89096 2.77623  0.11
H 1.59622 3.46973 1.07121  0.10
H 0.87476 6.15141 2.34147  0.14
H 1.67812 5.84902 0.78680  0.11
O 0.89254 -7.21296 -1.11086  0.10
C 1.83165 -7.75608 -1.62577  -0.48
O 2.72649 -7.07032 -2.36205  0.02
C 3.69161 -7.97270 -2.94812  -0.14
C 3.65346 -9.21516 -2.06580  -0.14
C 2.19550 -9.22497 -1.60239  -0.07
H 3.38254 -8.17922 -3.97381  0.13
H 4.65833 -7.47804 -2.96386  0.13
H 3.96397 -10.11625 -2.58818  0.12
H 4.31113 -9.07899 -1.20719  0.12
H 1.54108 -9.74810 -2.30143  0.14
H 2.05638 -9.63350 -0.60606  0.13

***

2.
Here is a molecular structure, C9H8ClFN3 from the OMol25 dataset. Energies are from ωB97M-V with the def2-TZVPD basis set.

As for the total charge: +1. The largest force on an atom comes out at 5.0 eV/A. As for the LUMO energy: -4.93 eV. Its gap between HOMO and LUMO is 7.60 eV. The energy is -29161.927 eV.

Each line ends with the natural charge from an NBO analysis.
Positions of all 22 atoms, in Å:
C 0.81343 1.26658 -1.57919  -0.15
C -1.34109 0.48031 -0.82520  -0.18
C 0.18723 2.28247 -2.32382  -0.30
C -2.01563 1.34614 -1.62017  -0.27
C 0.06069 0.36072 -0.80499  0.03
C -1.18918 2.30924 -2.26353  0.45
C 0.14574 -2.58162 1.03477  0.00
C 1.01056 0.02657 1.68019  0.37
C 0.92392 -2.31058 2.24726  -0.31
N 0.12919 -1.76826 0.03818  -0.14
N 0.70231 -0.65622 -0.04038  -0.15
N 0.86390 -0.87908 2.57343  -0.49
F -1.79985 3.36642 -2.88718  -0.31
Cl 0.85631 1.66514 1.75961  0.25
H 1.87732 0.98532 -1.64471  0.24
H -1.71899 -0.30798 -0.17168  0.22
H 0.85648 2.73828 -3.03255  0.26
H -3.12904 1.31311 -1.71179  0.27
H -0.57171 -3.35062 0.90792  0.24
H 0.54739 -2.91983 3.06697  0.26
H 1.86109 -2.75356 2.03478  0.26
H 0.92996 -0.61257 3.56208  0.45

***

3.
Here is C3H4P2 in the gas phase from the OMol25 dataset. Energies are from ωB97M-V with the def2-TZVPD basis set.

As for the total charge: 0. The largest force on an atom comes out at 6.3 eV/A. As for the LUMO energy: -0.61 eV. The structure (SMILES) is [H]/P=C\C1=[PH]=C1. Its gap between HOMO and LUMO is 8.05 eV. As for the energy above the lowest of the compared OMol25 structures with the same formula, charge and spin: 48.14 kcal/mol. The energy is -21749.138 eV.

Each line ends with the natural charge from an NBO analysis.
Positions of all 9 atoms, in Å:
H 1.16653 -1.44995 0.37469  -0.05
P 2.26671 -0.48707 0.10875  0.52
C 1.21635 0.67677 -0.36250  -0.67
C -0.22738 0.35497 -0.35365  -0.27
P -1.09028 -1.23043 -0.23968  0.43
C -1.56629 0.58631 -0.11281  -0.36
H 1.47393 1.75723 -0.46144  0.25
H -0.90621 -1.47842 1.24501  -0.08
H -2.33336 1.27060 -0.19838  0.22

***

4.
Here is a molecular structure, C11H27BBr10Na3O from the OMol25 dataset. Energies are from ωB97M-V with the def2-TZVPD basis set.

As for the total charge: +1. The largest force on an atom comes out at 5.4 eV/A. As for the LUMO energy: -6.00 eV. Its gap between HOMO and LUMO is 3.70 eV. The energy is -728229.430 eV.

Each line ends with the natural charge from an NBO analysis.
Positions of all 53 atoms, in Å:
Na -1.40875 5.52900 -6.36254  0.84
Na 0.09119 3.24119 -10.35411  0.92
Na 3.21326 3.47207 -6.43731  0.97
B 3.21977 1.13218 -10.89037  -0.80
H 3.17171 1.66290 -9.95213  -0.08
H 4.23198 0.98737 -11.23491  0.00
H 2.60246 0.25829 -10.75077  -0.02
H 2.61659 1.76422 -11.52357  -0.07
C -1.10570 0.29975 -6.67198  -0.25
O -0.45318 1.52042 -6.68150  -0.92
H -0.97184 -0.22883 -5.72816  0.13
H -2.18153 0.40031 -6.81540  0.13
H -0.64233 -0.35238 -7.41233  0.14
Br -5.32367 1.56958 -1.19305  0.00
C -3.49270 1.74565 -1.88321  -0.44
C -2.56499 1.82838 -0.65363  -0.44
Br -0.65411 1.71774 -1.13851  -0.04
H -3.50634 2.53993 -2.62956  0.22
H -3.30757 0.79499 -2.38327  0.23
H -2.69658 1.05591 0.10406  0.24
H -2.70264 2.76186 -0.10796  0.22
Br -7.09032 -1.89289 -10.77882  -0.01
C -5.19475 -1.35141 -10.85622  -0.45
C -4.78956 -1.04416 -12.31962  -0.41
Br -2.79798 -0.94710 -12.22182  -0.05
H -4.59081 -2.10772 -10.35488  0.24
H -5.12028 -0.49257 -10.18917  0.22
H -5.21520 -0.17479 -12.82074  0.23
H -4.95209 -1.93663 -12.92392  0.23
Br 5.14161 -1.29410 -5.04648  -0.05
C 4.48138 -3.07544 -4.44536  -0.43
C 3.09842 -2.99781 -3.90674  -0.42
Br 2.56858 -4.82699 -3.23607  -0.01
H 5.10030 -3.51663 -3.66408  0.23
H 4.52701 -3.73561 -5.31150  0.23
H 2.37126 -2.67302 -4.65096  0.22
H 3.04062 -2.26243 -3.10426  0.22
Br -4.62948 -5.53660 -5.26562  -0.02
C -3.45292 -5.32868 -3.71703  -0.44
C -4.43431 -5.14924 -2.51226  -0.43
Br -3.41003 -5.57734 -0.87628  -0.03
H -2.73504 -4.51854 -3.84523  0.22
H -2.86638 -6.24693 -3.74690  0.24
H -5.19051 -5.93425 -2.51797  0.23
H -4.88990 -4.15996 -2.46910  0.23
Br 2.18224 -6.29801 -12.18268  -0.03
C 1.21139 -4.77250 -11.29671  -0.43
C 1.35432 -4.86961 -9.83136  -0.42
Br 0.45165 -6.56236 -9.18272  -0.04
H 0.19292 -4.77512 -11.68504  0.23
H 1.57381 -3.81164 -11.66211  0.24
H 0.95710 -4.02832 -9.26342  0.23
H 2.41745 -4.89830 -9.59254  0.23

***

5.
Here is a molecular structure, C2H4INOS from the OMol25 dataset. Energies are from ωB97M-V with the def2-TZVPD basis set.

As for the total charge: 0. The largest force on an atom comes out at 2.5 eV/A. As for the LUMO energy (alpha / beta): -0.74 / -0.74 eV. Its gap between HOMO and LUMO (alpha / beta) is 7.22 / 7.23 eV. As for the energy above the lowest of the compared OMol25 structures with the same formula, charge and spin: 133.60 kcal/mol. The energy is -24606.157 eV.

Each line ends with the natural charge from an NBO analysis.
Positions of all 10 atoms, in Å:
C -1.27500 -0.34993 1.47429  -0.29
C 1.19885 -0.36882 -0.81644  -0.28
N 0.02701 1.32824 0.37085  -0.33
O 1.18691 0.82507 -0.06035  -0.37
S -2.63581 -0.50901 0.75602  0.27
I -1.36452 1.77857 -1.05198  0.22
H -0.78311 -0.69966 2.35559  0.21
H 0.95511 -1.22313 -0.17651  0.18
H 2.20914 -0.46160 -1.20694  0.20
H 0.48142 -0.31972 -1.64453  0.19

***

6.
Here is C4H8N2 in the gas phase from the OMol25 dataset. Energies are from ωB97M-V with the def2-TZVPD basis set.

As for the total charge: 0. The largest force on an atom comes out at 2.4 eV/A. As for the LUMO energy: 1.13 eV. The structure (SMILES) is C=CCNN=C. Its gap between HOMO and LUMO is 10.06 eV. As for the energy above the lowest of the compared OMol25 structures with the same formula, charge and spin: 60.13 kcal/mol. The energy is -7255.268 eV.

Each line ends with the natural charge from an NBO analysis.
Positions of all 14 atoms, in Å:
C 1.91950 -2.05718 -0.27516  -0.37
C 1.30426 -1.14182 0.42372  -0.19
C 0.82357 0.14621 -0.17528  -0.26
N -0.59828 0.10606 -0.02320  -0.44
N -1.20157 1.31250 -0.40337  -0.22
C -2.26816 1.63844 0.26876  -0.17
H 2.10910 -1.93174 -1.34624  0.19
H 2.53467 -2.85362 0.13059  0.20
H 1.17664 -1.25163 1.50737  0.19
H 1.03826 0.35760 -1.20949  0.21
H 1.33253 0.91877 0.41891  0.17
H -0.77732 -0.18526 0.97747  0.33
H -2.86000 2.54758 -0.02158  0.20
H -2.62994 0.95446 1.07675  0.15